[1]
Entry from the OMol25 dataset: a structure of composition C5H8O in a non-equilibrium geometry (ωB97M-V with the def2-TZVPD basis set).

XYZ file:
```
14
Properties=species:S:1:pos:R:3:forces:R:3
C -0.587896 -1.022876 -0.687334 -0.6 0.2 0.8
C -1.089409 0.004342 0.410074 0.1 -1.4 0.3
C 0.228006 0.248805 1.183107 0.0 -0.1 0.3
C 1.175255 0.518340 -0.012949 -0.2 0.2 0.0
C 0.161787 0.218844 -1.099179 -1.3 1.6 0.1
O -1.185492 1.072351 -0.498901 2.4 -1.0 -1.4
H -0.038491 -1.861166 -0.240473 0.2 0.2 -0.5
H -1.273679 -1.360465 -1.477233 -0.2 0.2 0.7
H -1.950124 -0.228094 1.047234 -0.1 0.3 -0.3
H 0.195808 1.089364 1.880379 -0.2 -0.1 -0.1
H 0.482432 -0.662075 1.727470 0.2 0.1 0.1
H 1.487295 1.556405 -0.120141 0.0 0.0 0.3
H 2.082585 -0.106712 0.015107 -0.5 0.0 -0.4
H 0.311923 0.532937 -2.127162 0.1 -0.2 0.0
```
Positions in Å, forces in eV/Å.

Orbital gap, Ha: 0.3870
Net charge: 0
Total energy, a.u.: -270.478034
LUMO, eV: 1.1

natural (NBO) population analysis, charges in e, atoms 1 to 5: -0.464 0.101 -0.425 -0.449 0.115

---

[2]
Entry from the OMol25 dataset: a structure of composition C32H40ClDyN8O2S (ωB97M-V with the def2-TZVPD basis set).

XYZ file:
```
85
Properties=species:S:1:pos:R:3:forces:R:3
Dy 0.296918 -0.762236 1.626433 0.0 0.0 -0.7
O 2.383045 -3.393684 3.828036 0.1 -0.1 -0.1
C 2.250957 -2.440930 3.071815 0.2 0.0 -0.2
N 1.697883 -2.438102 1.837001 0.0 -0.1 0.4
C 1.259441 -3.748943 1.374339 0.1 0.1 0.1
C 0.335116 -3.660041 0.193724 0.1 0.1 0.0
C 0.032977 -4.810184 -0.524034 0.0 -0.1 -0.1
C -0.804915 -4.732898 -1.615940 0.0 0.0 0.0
C -1.323256 -3.493242 -1.979527 0.0 -0.1 -0.1
C -0.988351 -2.400991 -1.219357 0.0 0.1 0.0
N -0.180392 -2.466140 -0.144105 0.1 0.0 0.3
C 2.749759 -1.083381 3.530475 0.0 0.0 0.1
C 3.855688 -1.019942 4.357059 0.0 0.0 0.1
C 4.308404 0.221770 4.774863 0.0 0.0 0.0
C 3.612879 1.356140 4.380895 0.1 0.0 0.1
C 2.504166 1.204416 3.574233 -0.2 0.1 0.0
N 2.075486 0.013582 3.141372 0.2 -0.3 -0.3
H 0.758082 -4.291106 2.180517 -0.1 -0.1 0.0
H 2.126214 -4.354179 1.100087 0.0 -0.1 0.0
H 0.471368 -5.753041 -0.221695 0.0 0.0 0.0
H -1.047675 -5.620510 -2.186399 0.0 0.0 0.0
H -1.972195 -3.380708 -2.836575 0.0 0.0 0.0
H -1.369402 -1.419405 -1.469293 0.0 0.0 0.0
H 4.340568 -1.941930 4.647283 0.0 0.0 0.0
H 5.186823 0.304315 5.401679 0.0 0.0 0.0
H 3.919674 2.345097 4.693522 0.0 0.0 0.0
H 1.922433 2.069037 3.278384 0.0 0.0 0.0
C -0.343440 -4.450811 5.144199 0.0 0.1 0.1
N -0.243981 -3.017056 5.386249 0.1 -0.3 -0.1
C 0.578759 -2.512613 6.495525 -0.1 0.0 -0.1
C 0.412884 -0.992167 6.375052 0.0 0.0 -0.1
N -0.222107 -0.839491 5.048067 0.0 0.1 0.2
C -0.628966 -2.056720 4.583427 -0.1 -0.1 0.1
S -1.494969 -2.228112 3.117672 -0.2 -0.3 0.1
H 0.649639 -4.852628 4.945819 0.0 0.0 0.0
H -0.993195 -4.629434 4.294005 0.0 0.0 0.0
H -0.766382 -4.928187 6.026392 0.0 0.0 0.0
H 1.606783 -2.836743 6.335668 0.0 0.0 0.0
H 0.219809 -2.911338 7.441732 0.0 0.0 0.0
H 1.367020 -0.471064 6.403183 0.0 0.0 0.0
H -0.231859 -0.585479 7.151356 0.0 0.0 0.0
H -0.915605 -0.111554 4.959939 0.0 0.1 -0.1
C -1.371697 3.756691 -5.656744 0.0 0.0 0.0
C -0.267290 2.699921 -5.540166 0.0 0.0 0.0
C 1.095292 3.388129 -5.735605 0.0 0.0 0.0
C -0.425230 1.706039 -6.704540 0.0 0.0 0.0
C -0.346372 1.940063 -4.161699 0.0 0.0 0.0
O 0.575599 0.840754 -4.158864 0.0 0.0 -0.1
C -1.773372 1.364961 -3.901096 0.0 0.1 0.0
C -2.838610 2.168522 -3.116952 0.0 0.0 0.0
C -2.725146 1.998673 -1.622563 0.0 0.0 0.0
C -2.462813 3.068891 -0.776575 0.0 0.0 -0.1
C -2.137398 2.868549 0.558266 0.2 0.1 0.0
C -2.075886 1.576085 1.024529 -0.1 -0.2 -0.1
Cl -1.342674 1.267434 2.598584 -0.4 0.7 0.3
C -2.475007 0.491237 0.255071 -0.1 0.0 0.2
C -2.822433 0.722676 -1.062982 0.0 0.0 -0.1
C 0.186521 2.861061 -3.063668 -0.1 0.0 0.1
N 0.484324 2.225519 -1.766576 0.0 0.2 -0.2
C 0.491838 0.963021 -1.371644 0.0 0.0 0.0
N 0.788881 0.905842 -0.071844 0.1 0.1 0.1
C 0.977354 2.222536 0.259867 0.2 -0.1 -0.1
N 0.810521 3.046202 -0.733433 -0.1 -0.2 -0.2
H -1.228408 4.319384 -6.580568 0.0 0.0 0.0
H -1.344761 4.480658 -4.837836 0.0 0.0 0.0
H -2.368128 3.312463 -5.702466 0.0 0.0 0.0
H 1.224833 3.634000 -6.790701 0.0 0.0 0.0
H 1.922856 2.738176 -5.444032 0.0 0.0 0.0
H 1.171455 4.327947 -5.185240 0.0 0.0 0.0
H -0.510690 2.273345 -7.631810 0.0 0.0 0.0
H -1.311085 1.075062 -6.636889 0.0 0.0 0.0
H 0.453956 1.065479 -6.829956 0.0 0.0 0.0
H 0.572053 0.423618 -5.027149 0.0 0.0 0.0
H -1.635374 0.400422 -3.405791 0.0 0.0 0.0
H -2.202869 1.126653 -4.871039 0.0 0.0 0.0
H -3.816974 1.797742 -3.433245 0.0 0.0 0.0
H -2.815133 3.225727 -3.378725 0.0 0.0 0.0
H -2.451121 4.079369 -1.170336 0.0 0.0 0.0
H -1.860893 3.702021 1.191595 0.0 0.0 0.0
H -2.556691 -0.501511 0.686822 0.0 0.0 0.0
H -3.146182 -0.105726 -1.684791 0.0 0.0 0.0
H -0.515572 3.665154 -2.852363 0.0 0.0 0.0
H 1.118722 3.306048 -3.388490 0.1 0.0 0.0
H 0.312885 0.128386 -2.028230 0.0 0.1 0.0
H 1.244639 2.563410 1.246799 0.0 0.0 0.0
```
Positions in Å, forces in eV/Å.

Orbital gap (spin up / spin down), Ha: 0.3363 / 0.3379
Net charge: +2
Total energy, a.u.: -3575.048887
2S+1: 6
⟨S²⟩: 9.33
LUMO (spin up / spin down), eV: -5.1 / -5.0

Mulliken population analysis, charges in e, atoms 1 to 5: 0.302 -0.665 -0.082 -0.127 -0.495

---

[3]
Entry from the OMol25 dataset: an isolated molecule of C4H9N in a non-equilibrium geometry (ωB97M-V with the def2-TZVPD basis set).

XYZ file:
```
14
Properties=species:S:1:pos:R:3:forces:R:3
C -1.430332 -0.573042 0.067717 -0.1 -2.6 2.0
C -0.152536 0.124948 -0.047533 1.2 0.2 2.1
C 1.032361 -0.420049 -0.712411 -0.9 -2.5 0.8
C 1.057270 -0.210530 0.786166 -0.4 -0.6 0.5
H -1.987764 -0.405918 0.999729 0.2 0.8 -0.3
H -1.962136 -0.316743 -0.772545 -1.9 0.7 -1.8
H -1.401766 -1.673298 0.085066 0.6 0.1 -0.4
H -0.380709 1.844524 -0.981181 -0.7 -0.1 1.3
H 0.512845 1.928949 0.274448 0.8 0.6 0.7
H 0.942453 -1.434169 -1.131123 0.2 0.3 0.6
H 1.668867 0.124321 -1.272511 1.7 2.2 -1.9
H 1.579059 0.606902 1.360914 -0.5 -1.1 -1.1
H 0.874645 -1.109455 1.316938 0.4 -0.7 0.8
N -0.352256 1.513561 0.026324 -0.7 2.5 -3.3
```
Positions in Å, forces in eV/Å.

Orbital gap, Ha: 0.3852
Structure (SMILES): CC1(N)CC1
Net charge: 0
Total energy, a.u.: -212.495616
LUMO, eV: 1.1

natural (NBO) population analysis, charges in e, atoms 1 to 5: -0.596 0.073 -0.424 -0.425 0.221

---

[4]
Entry from the OMol25 dataset: a structure of composition C23H29N4O2OsS2Te in a non-equilibrium geometry (ωB97M-V with the def2-TZVPD basis set).

XYZ file:
```
62
Properties=species:S:1:pos:R:3:forces:R:3
Os 1.777432 -0.484315 -0.680939 -0.8 -0.8 -0.2
C 5.449633 1.776574 -0.093571 0.0 0.0 0.0
C 4.121052 1.212615 -0.457164 0.0 0.0 0.0
N 3.612453 0.102632 -0.014821 0.5 0.1 0.1
N 4.323704 -0.731293 0.821252 -0.1 0.1 0.0
C 3.790023 -1.927077 1.169016 -0.1 0.1 -0.1
N 4.525058 -2.743157 1.889659 0.0 -0.1 0.1
S 2.194878 -2.365442 0.709277 0.1 0.1 0.0
C 3.254963 1.906712 -1.422088 -0.2 -0.1 0.0
C 3.555872 3.138670 -1.966677 0.1 0.1 0.0
C 2.693423 3.696982 -2.902699 0.0 0.0 -0.1
C 1.559833 2.996710 -3.273810 0.0 0.0 0.0
C 1.299178 1.770047 -2.682234 0.1 0.0 0.1
N 2.119107 1.237765 -1.769186 0.0 0.5 -0.1
H 5.982937 1.226261 0.675706 0.0 0.0 0.0
H 5.327979 2.798128 0.272037 0.0 0.0 0.0
H 6.087256 1.822608 -0.979918 0.0 0.0 0.0
H 5.280698 -0.494188 1.041069 0.0 0.0 0.0
H 5.464844 -2.529027 2.192869 0.0 0.0 0.0
H 4.159414 -3.648824 2.149821 0.0 0.0 0.0
H 4.458480 3.660699 -1.680128 0.0 0.0 0.0
H 2.914547 4.661283 -3.341401 0.0 0.0 0.0
H 0.876355 3.388002 -4.015026 0.0 0.0 0.0
H 0.417118 1.197365 -2.932557 0.0 0.0 0.0
C -0.031238 3.331823 0.619066 -0.1 0.1 0.0
S 0.165662 1.963733 1.748414 0.1 0.0 -0.2
C 1.752187 2.432417 2.416769 0.0 0.0 0.1
O 0.416047 0.730257 0.874125 0.1 0.0 0.0
H -0.047560 4.254619 1.200276 0.0 0.0 0.0
H -0.986050 3.215695 0.108920 0.0 0.0 0.0
H 0.792046 3.338586 -0.096604 0.0 0.0 0.0
H 1.658091 3.432784 2.840889 0.0 0.0 0.0
H 2.493553 2.423576 1.617381 0.0 0.0 0.0
H 2.011203 1.733262 3.209717 0.0 0.0 0.0
C 0.038469 -1.685707 -2.849429 0.1 -0.1 0.0
O 0.196871 -1.088030 -1.550933 0.4 0.4 -0.2
H 0.663681 -1.191531 -3.594299 0.0 0.1 0.0
H -1.005891 -1.602293 -3.141226 -0.1 0.0 0.1
H 0.317413 -2.738149 -2.813784 0.0 0.0 0.1
Te -1.761907 -1.405152 0.530484 -0.7 -0.4 0.4
C -3.274192 -1.339681 -0.917285 0.1 0.1 0.0
C -4.062211 -0.210859 -1.107408 0.0 0.0 0.0
C -5.088548 -0.264056 -2.038407 0.0 0.0 0.0
C -5.327055 -1.434408 -2.748996 0.0 0.0 0.0
C -4.530898 -2.554680 -2.549986 0.0 0.0 0.0
C -3.483999 -2.510670 -1.639005 0.0 0.0 0.0
C -2.991315 -1.722182 2.202093 0.3 -0.1 -0.1
C -2.934183 -3.031014 2.679737 -0.1 0.1 0.1
C -3.746209 -3.389111 3.747890 0.0 0.0 0.0
C -4.557221 -2.435786 4.348270 0.0 0.0 0.0
C -4.575468 -1.126053 3.881157 0.0 0.0 0.0
C -3.799103 -0.759895 2.793124 -0.1 0.1 0.0
H -3.886812 0.698911 -0.546183 0.0 0.0 0.0
H -5.710331 0.605432 -2.204110 0.0 0.0 0.0
H -6.135492 -1.469990 -3.466696 0.0 0.0 0.0
H -4.726036 -3.466606 -3.097974 0.0 0.0 0.0
H -2.865228 -3.387767 -1.483804 0.0 0.0 0.0
H -2.290886 -3.773099 2.219541 0.0 0.0 0.0
H -3.735257 -4.408697 4.108668 0.0 0.0 0.0
H -5.173733 -2.710281 5.193338 0.0 0.0 0.0
H -5.195399 -0.385097 4.367834 0.0 0.0 0.0
H -3.829239 0.259973 2.429948 0.0 0.0 0.0
```
Positions in Å, forces in eV/Å.

Orbital gap (spin up / spin down), Ha: 0.2428 / 0.2167
Net charge: +3
Total energy, a.u.: -2417.369459
2S+1: 5
⟨S²⟩: 6.02
LUMO (spin up / spin down), eV: -9.6 / -10.3

natural (NBO) population analysis, charges in e, atoms 1 to 5: 1.312 -0.700 0.342 -0.300 -0.416

---

[5]
Entry from the OMol25 dataset: a structure of composition H7N3Si in a non-equilibrium geometry (ωB97M-V with the def2-TZVPD basis set).

XYZ file:
```
11
Properties=species:S:1:pos:R:3:forces:R:3
N 0.412683 1.689800 0.255100 0.6 -0.4 -0.1
N -0.246135 -0.427726 -1.499508 1.3 -2.8 -0.4
N 0.713777 -1.204436 1.102804 3.5 2.4 -0.1
Si -0.040578 0.048289 0.102077 -3.7 1.0 3.7
H 1.274966 1.837773 0.710465 1.0 0.6 0.5
H 0.090468 2.522695 -0.214793 -0.1 -0.5 -0.1
H 0.112078 -1.439592 -1.581859 -1.1 2.1 -0.4
H -1.132416 -0.289813 -1.944383 -0.3 -0.2 -0.3
H 0.655461 -2.060789 0.589275 0.3 -0.8 -0.1
H 1.789790 -0.992236 1.328244 -3.1 -0.9 -0.7
H -1.500091 0.205180 1.143040 1.6 -0.6 -2.1
```
Positions in Å, forces in eV/Å.

Orbital gap, Ha: 0.3455
Net charge: 0
Total energy, a.u.: -457.987311
LUMO, eV: 0.7

natural (NBO) population analysis, charges in e, atoms 1 to 5: -1.337 -1.335 -1.274 1.896 0.386

---

[6]
Entry from the OMol25 dataset: a cluster of 2 separate species, C6H11N3O in total in a non-equilibrium geometry (ωB97M-V with the def2-TZVPD basis set).

XYZ file:
```
21
Properties=species:S:1:pos:R:3:forces:R:3
C 1.735747 2.036591 2.572583 0.6 0.2 0.0
C 0.928310 1.718753 1.323092 0.3 0.1 0.9
O 0.656365 2.560552 0.501835 -0.1 0.3 -0.4
N 0.609666 0.408249 1.193923 -1.0 -1.4 -0.1
H 2.174863 1.170891 3.058640 -0.1 -0.3 -0.1
H 1.169903 2.570405 3.331933 -0.3 0.1 -0.2
H -0.042260 0.099122 0.478229 0.2 0.6 -0.2
H 0.461727 -0.188257 1.999635 0.6 0.4 0.1
H 2.578162 2.671814 2.284944 -0.2 0.1 0.0
C 0.714037 -2.123260 -1.143448 0.3 -0.6 0.0
C -2.546584 -0.723628 -0.821002 0.3 -0.6 0.0
C -0.576919 -1.412906 -1.315112 0.3 0.6 -0.2
C -0.866780 -0.402755 -2.201216 0.4 -0.2 0.4
N -1.627947 -1.597956 -0.466393 -0.4 0.0 0.3
N -2.117168 0.021882 -1.861116 -0.6 0.4 -0.3
H -3.534242 -0.693340 -0.401028 -0.1 0.3 0.0
H -2.637527 0.740985 -2.337718 0.0 -0.1 0.1
H -0.260042 0.104852 -2.930393 -0.1 -0.1 -0.1
H 0.995653 -2.661222 -2.052447 0.1 0.1 0.1
H 0.663345 -2.857251 -0.334975 -0.2 0.1 -0.1
H 1.521695 -1.443514 -0.879963 0.1 0.1 -0.1
```
Positions in Å, forces in eV/Å.

Orbital gap, Ha: 0.3536
Structure (SMILES): Cc1c[nH]cn1.CC(N)=O
Net charge: 0
Total energy, a.u.: -474.758770
LUMO, eV: 0.9

natural (NBO) population analysis, charges in e, atoms 1 to 5: -0.720 0.677 -0.610 -0.829 0.211